1.
The ion C5H14N2 with charge +2 in a non-equilibrium geometry, computed with ωB97M-V with the def2-TZVPD basis set.

Geometry as ORCA input:
```
! RIJCOSX wB97M-V def2-TZVPD def2/J DEFGRID3
* xyz 2 1
N 1.0474 0.2378 1.9116
N -2.0600 -1.1147 -0.6989
C 1.7136 1.9125 0.2976
C -2.5878 -1.5359 -1.8513
C 0.3009 -0.0402 -0.5791
C 0.6169 0.9608 0.6138
C -0.5356 -1.1979 -0.2564
H 1.2380 -0.3318 -1.0210
H -0.6519 -1.3994 0.7819
H -3.7245 -1.5105 -2.0549
H 0.3901 0.2152 2.6588
H 1.9726 0.6238 2.0774
H 2.2728 2.4460 1.1252
H 2.5693 1.4211 -0.2201
H 1.2753 -0.8581 1.7319
H -2.6922 -0.5835 -0.0344
H 1.4643 2.8003 -0.4059
H -0.3569 1.5485 0.8811
H -0.1323 -2.0911 -0.9062
H -2.0525 -2.1262 -2.6155
H -0.0673 0.6233 -1.4358
*
```

HOMO-LUMO gap in eV: 11.233
LUMO in eV: -8.613
SMILES string: C=[NH+]CC[C@H](C)[NH3+]

2.
The molecule C6H7N5O in a non-equilibrium geometry, computed with ωB97M-V with the def2-TZVPD basis set.

Geometry as ORCA input:
```
! RIJCOSX wB97M-V def2-TZVPD def2/J DEFGRID3
* xyz 0 1
O 2.8013 -0.9368 0.4233
N 0.0691 -1.2813 -1.7034
N 1.2788 -1.5317 -1.2368
N -1.7066 0.0656 -0.9930
N 0.0299 0.9849 1.0909
N -2.0758 0.8363 0.0209
C 0.4180 -0.0382 0.2105
C -0.5254 -0.3741 -0.9127
C -3.4445 1.2849 -0.2369
C -1.2175 1.3241 0.9802
C 2.9314 -0.1471 1.6782
C 1.5676 -0.7625 -0.1084
H -4.0852 0.4227 -0.3229
H 4.0789 -0.0804 1.8620
H 2.5693 0.9348 1.6434
H -1.6111 2.0988 1.6840
H 2.4423 -0.7559 2.5404
H -3.5302 1.7199 -1.2494
H -3.8196 1.9159 0.5412
*
```

HOMO-LUMO gap in eV: 7.316
LUMO in eV: -0.898
SMILES string: COc1nnc2nn(C)cnc1-2

3.
A cluster of 2 separate species, C7H12N2 in total in a non-equilibrium geometry, computed with ωB97M-V with the def2-TZVPD basis set.

Geometry as ORCA input:
```
! RIJCOSX wB97M-V def2-TZVPD def2/J DEFGRID3
* xyz 0 1
N 0.7753 2.3823 0.9155
N 2.4096 0.6469 0.9538
C -1.2229 0.1758 -0.1056
C -1.1965 -0.6775 -1.4897
C -0.3612 -0.3057 0.9364
C -0.5873 0.5571 -1.4292
C 0.4169 -1.5677 0.7973
C -1.5239 -1.8674 -1.9594
C 1.3113 1.1544 0.5480
H 0.0549 2.7548 0.3163
H 0.9902 -1.5852 -0.1294
H -0.9549 1.3922 -2.0205
H -0.2870 -2.4095 0.7528
H -1.0635 -2.2545 -2.8602
H -0.6551 -0.0511 1.9514
H 1.0941 -1.7084 1.6354
H -2.2476 -2.4946 -1.4566
H 2.9143 1.2497 1.6080
H 0.8256 0.7919 -0.5051
H 1.3944 3.0629 1.3312
H -2.0869 0.7536 0.2094
*
```

HOMO-LUMO gap (spin up / spin down) in eV: 7.162 / 7.159
LUMO (spin up / spin down) in eV: -0.352 / -0.354

4.
A structure of composition C29H43Cl2F5N3O5RhSi in a non-equilibrium geometry, computed with ωB97M-V with the def2-TZVPD basis set.

Geometry as ORCA input:
```
! RIJCOSX wB97M-V def2-TZVPD def2/J DEFGRID3
* xyz 0 5
Rh -3.3092 -3.0299 -1.3112
Cl -4.5053 -4.2167 0.3531
Cl -3.0453 -0.4805 -2.8242
Si -3.0834 -2.6176 -3.6731
F 1.4181 1.3179 4.5135
F 2.3027 -1.1586 3.6563
F -1.1719 2.0336 4.1467
F 0.5385 -2.9312 2.5635
F -2.9091 0.2811 3.0243
O -4.8626 -2.4927 -2.4206
O -0.0518 0.6749 -3.3299
O -1.2981 -3.0585 -0.5553
O -2.1246 -2.2795 2.5108
O -0.1150 -0.0179 0.1453
N -1.1715 2.7003 -3.5651
N -0.3700 -5.0300 0.0625
N 2.0352 0.5681 0.5987
C -6.5353 -3.9110 -2.9946
C 2.9828 1.6062 0.9574
C -6.4305 -0.0810 -2.2514
C -2.3107 2.0897 -4.2280
C -8.7849 -0.2797 -3.9006
C -8.0057 -1.4951 -3.5025
C -6.8337 -6.2910 -2.6598
C -6.9302 -1.4234 -2.7339
C -6.6004 -5.0094 -2.1590
C -0.7539 0.8063 3.7936
C -3.9568 -2.5454 -5.3712
C -6.2169 -2.6560 -2.2259
C 0.7029 0.8056 0.4294
C -1.2301 -4.0504 0.2358
C 0.5700 0.4295 3.9747
C -3.1243 -4.5465 -3.1898
C -0.5335 -6.2476 0.8218
C -1.2662 4.0801 -3.1084
C -1.2672 -1.4264 2.8695
C 2.5528 -0.6706 0.0533
C -6.7391 -4.0802 -4.3570
C 0.9988 -0.8281 3.5579
C -0.1213 1.9201 -3.1810
C -6.9728 -5.3572 -4.8816
C -6.9592 -6.4965 -4.0481
C 0.1289 -1.7263 2.9892
C -1.6326 -0.0770 3.2182
C 0.5426 -5.0773 -1.0903
C -1.2962 -2.1196 -3.7463
H 0.3327 -6.8683 0.6060
H -0.5760 -6.0045 1.9016
H -2.2436 -4.7859 -3.8271
H 2.3459 -0.7277 -1.0315
H -6.3526 -4.8398 -1.0900
H 3.7105 1.2080 1.6710
H -2.9651 1.6512 -3.4608
H -0.0065 -5.2507 -2.0410
H -7.1009 -5.4670 -5.9610
H -6.4560 0.6319 -3.0977
H -0.7393 -2.7333 -4.4553
H -4.5671 -3.3938 -5.7158
H -6.2466 -2.6997 -1.1225
H 1.1948 -5.9578 -0.8863
H -1.2026 -1.0987 -4.1338
H -6.8547 -7.1232 -1.9297
H -2.8798 2.8470 -4.8029
H -1.4653 -6.7651 0.5319
H -4.5544 -1.6407 -5.4657
H -0.2317 4.4616 -3.0235
H -9.5458 -0.4942 -4.6601
H 3.6235 -0.7298 0.2479
H 3.5216 2.0087 0.0869
H -1.9576 1.2874 -4.8572
H -5.3939 -0.1757 -1.9061
H -7.1018 -7.5378 -4.4718
H 1.1523 -4.1598 -1.1674
H -0.9014 -2.1601 -2.7201
H -3.1566 -2.4889 -6.1224
H -7.0778 0.3339 -1.4500
H -6.7021 -3.2357 -5.0505
H 0.6848 2.6212 -2.7584
H -2.9825 -5.1150 -2.1956
H 0.4837 1.9123 0.6060
H -9.2813 0.1313 -3.0131
H 2.0412 -1.5250 0.5287
H -1.7320 4.1611 -2.1098
H 2.4283 2.4400 1.4316
H -1.8737 -4.0915 1.1331
H -1.8219 4.6845 -3.8334
H -8.4105 -2.4866 -3.8094
H -8.0940 0.4799 -4.2838
H -4.0142 -4.9945 -3.6329
*
```

HOMO-LUMO gap (spin up / spin down) in eV: 7.712 / 5.430
LUMO (spin up / spin down) in eV: 0.064 / -2.711

5.
A structure of composition C36H53CrN4O2S5, computed with ωB97M-V with the def2-TZVPD basis set.

Geometry as ORCA input:
```
! RIJCOSX wB97M-V def2-TZVPD def2/J DEFGRID3
* xyz -1 5
Cr 1.1324 0.9001 0.7960
S -3.4694 4.1245 4.9744
S -2.0892 3.0103 -0.5284
S -0.9159 3.7651 3.5060
S 0.8706 3.2829 1.2334
S -3.3774 3.3815 2.0953
O 0.0711 0.1567 2.2734
O 2.0343 0.8787 -0.9465
N 4.8121 1.4246 1.3556
N 4.7414 -0.2631 2.9599
N 2.7528 0.6883 2.1081
N -0.2427 0.1162 -0.2316
C -2.5553 -2.0638 -4.3330
C 1.7927 0.1259 -3.2265
C 4.2730 0.1534 -2.6882
C -1.1535 -0.1972 1.8800
C 5.7202 0.3279 3.8620
C -5.1900 -0.7181 0.3973
C -6.0613 0.2912 1.1591
C -0.3398 -0.9404 -3.8155
C -1.9266 3.2319 1.1057
C -0.7740 -0.7864 -2.5024
C -2.6945 -0.3379 0.0039
C -2.6416 3.7662 3.5994
C -3.4482 -0.7591 2.2291
C -0.4678 -2.8843 -5.3925
C 0.9243 -0.4632 -4.1492
C 3.1440 2.1593 -3.6655
C -1.4001 -0.1852 0.4927
C -1.4381 -0.6770 -6.0550
C 0.0269 -0.1305 -1.5746
C 3.1749 0.6248 -3.6511
C 3.9685 -1.3213 3.5854
C -3.0903 -1.3260 5.0141
C -0.7705 -1.8854 4.3550
C 3.5726 0.1266 -5.0468
C -1.1932 -1.6326 -4.8798
C -1.3926 0.4728 4.9135
C -5.3239 -0.4217 -1.0972
C -1.8695 -0.8186 4.2431
C 6.0820 0.9880 0.8040
C -0.7247 3.3793 1.8283
C -3.7424 -0.6031 0.8729
C 4.0444 0.6188 2.1267
C 4.2175 2.6115 0.7480
C -2.1750 -0.5803 2.7631
C 1.3260 0.3034 -1.9207
C -5.7136 -2.1362 0.6582
H -6.0978 0.0655 2.2256
H 3.6827 3.1838 1.5060
H -0.4999 -0.3511 -6.5058
H -6.3748 -0.4847 -1.3896
H 6.0167 0.9522 -0.2857
H -4.2557 -1.0213 2.8971
H -0.5499 -2.0870 5.4073
H 1.2582 -0.5821 -5.1705
H 4.6215 0.3710 -5.2295
H -4.9635 0.5807 -1.3355
H -1.0783 -3.4046 -6.1363
H -2.8721 -0.1875 -1.0479
H 6.3285 -0.0043 1.1700
H 4.3219 -0.9389 -2.6668
H 2.3268 0.2148 2.8966
H -1.7272 -1.1736 -2.1882
H 5.0295 3.2217 0.3529
H 4.0839 0.4977 -1.6765
H 4.6570 -2.0795 3.9588
H 2.9859 0.5981 -5.8373
H -5.6613 1.3008 1.0451
H 6.4438 -0.4305 4.1643
H 3.5313 2.3661 -0.0616
H 3.3059 -1.7838 2.8570
H -3.4774 -2.2558 4.5925
H -5.1435 -2.8661 0.0798
H 2.9351 2.5430 -2.6655
H 3.3674 -0.9649 4.4331
H 0.4866 -2.6277 -5.8546
H 4.1035 2.5647 -4.0028
H -3.1399 -2.5273 -5.1312
H 6.8842 1.6787 1.0791
H -3.8952 -0.5890 5.0260
H -3.1214 -1.2114 -3.9527
H -2.0347 -1.1672 -6.8297
H -2.8027 -1.5181 6.0507
H -1.0937 -2.8173 3.8855
H -5.6257 -2.4014 1.7126
H 2.3610 2.5179 -4.3360
H -4.7656 -1.1401 -1.7013
H -0.2662 -3.5711 -4.5684
H -1.9735 0.2126 -5.7182
H -2.4522 -2.7909 -3.5254
H -0.5334 0.8832 4.3863
H 3.4543 -0.9552 -5.1309
H 5.2404 0.5323 -3.0306
H 6.2506 1.1373 3.3694
H -1.1092 0.2754 5.9522
H 5.2381 0.7263 4.7635
H -7.0850 0.2776 0.7745
H 0.1409 -1.5496 3.8598
H -6.7669 -2.2166 0.3733
H -2.1891 1.2188 4.9205
*
```

HOMO-LUMO gap (spin up / spin down) in eV: 6.009 / 4.832
LUMO (spin up / spin down) in eV: 2.146 / 0.936

6.
A structure of composition C31H34F5N9OPSTi, computed with ωB97M-V with the def2-TZVPD basis set.

Geometry as ORCA input:
```
! RIJCOSX wB97M-V def2-TZVPD def2/J DEFGRID3
* xyz 1 3
Ti -0.7428 -1.3142 -0.0096
S -0.0166 -2.0718 2.1478
P 0.1235 1.9988 -0.0470
F -2.8041 -3.1253 2.5262
F -3.7918 -5.5054 1.7827
F -2.1768 -7.3461 0.5918
F 0.4382 -6.7685 0.1628
F 1.4441 -4.3915 0.8901
O 0.1483 0.4951 0.1142
N -2.7856 -0.7184 0.4069
N -4.9481 -1.3176 0.2905
N 1.0553 -1.9704 -1.0933
N 1.6179 2.6497 -0.0786
N -4.7803 -0.2016 1.0271
N -1.8697 -2.7233 -1.0010
N -0.5650 2.4252 -1.4612
N -3.5559 -4.7609 -2.0350
N -0.7132 2.6156 1.2177
C -2.5049 -5.2349 1.5804
C -1.2533 4.3473 2.7384
C 3.5911 3.7715 0.4722
C -0.6432 -3.6723 1.7365
C -0.3519 -5.8761 0.7584
C -0.6163 2.0520 2.5818
C -3.5010 0.1533 1.0962
C 2.1970 -1.9705 -0.9693
C -1.9782 -4.0162 1.9581
C 0.1515 -4.6450 1.1390
C -4.0383 -3.7357 -1.3523
C -1.4982 2.9907 3.3971
C 5.3927 -2.2250 0.8413
C -1.6409 3.9974 -2.8417
C 4.0364 -2.2496 0.5718
C -2.2181 -4.7548 -2.2174
C -2.1924 2.6097 -3.1621
C -1.8152 1.7968 -1.9251
C 3.9532 2.6197 -0.4640
C -3.7192 -1.6116 -0.0689
C -1.1916 4.0114 1.2479
C -3.2380 -2.7204 -0.8521
C 3.6007 -1.9599 -0.7235
C 6.2983 -1.9197 -0.1672
C -0.2974 3.6776 -2.1974
C 4.5045 -1.6522 -1.7408
C 2.2678 3.3075 1.0674
C -1.6845 -6.1749 0.9755
C -1.3919 -3.7825 -1.7259
C 2.6110 2.2342 -1.0901
C 5.8565 -1.6354 -1.4543
H 4.3452 3.9599 1.2339
H -5.1075 -3.7000 -1.1766
H 7.3579 -1.9091 0.0506
H 3.3102 -2.4946 1.3370
H -1.8004 -5.5839 -2.7745
H -0.3241 -3.8329 -1.8765
H -2.5502 2.7090 3.2959
H -1.6635 0.7385 -2.1544
H 5.7453 -2.4519 1.8379
H -2.0204 5.0849 2.9647
H -1.5408 4.6353 -3.7176
H 2.5434 1.1616 -1.2854
H 0.4131 2.0743 2.9520
H 4.3472 1.7822 0.1161
H 2.4400 2.7650 -2.0294
H 4.6946 2.8889 -1.2137
H -2.5915 1.8663 -1.1563
H -1.6908 2.2027 -4.0418
H 0.4639 3.5083 -2.9635
H -2.1779 4.0815 0.7800
H -5.5782 0.2399 1.4541
H 4.1430 -1.4388 -2.7381
H -0.2930 4.7481 3.0696
H 3.4385 4.6911 -0.0964
H -2.2886 4.5043 -2.1222
H -1.2511 2.9750 4.4564
H -3.1308 1.0111 1.6321
H -0.9491 1.0139 2.6000
H 2.4477 2.6015 1.8853
H -3.2642 2.5996 -3.3488
H -0.5201 4.6822 0.7067
H 0.0597 4.4624 -1.5329
H 6.5695 -1.4064 -2.2342
H 1.6594 4.1280 1.4478
*
```

HOMO-LUMO gap (spin up / spin down) in eV: 5.806 / 8.103
LUMO (spin up / spin down) in eV: -2.486 / -2.630

7.
A cluster of 2 separate species, C2H6ClISi in total in a non-equilibrium geometry, computed with ωB97M-V with the def2-TZVPD basis set.

Geometry as ORCA input:
```
! RIJCOSX wB97M-V def2-TZVPD def2/J DEFGRID3
* xyz 0 1
I 3.0920 1.5854 -0.3729
Cl 1.9777 -1.6931 0.6417
Si 1.1617 -0.0193 -0.1191
C -2.2225 0.6012 2.1864
C 0.6499 -0.3493 -1.9428
H -0.3365 -0.7932 -2.1551
H -2.2166 1.4510 2.7304
H 1.0171 0.3215 -2.7129
H -2.5325 0.4386 1.1737
H -1.9970 -0.2825 2.6790
H 1.4067 -1.2602 -2.1084
*
```

HOMO-LUMO gap (spin up / spin down) in eV: 7.413 / 8.174
LUMO (spin up / spin down) in eV: -1.674 / -0.110

8.
A structure of composition C3H4N2O3 in a non-equilibrium geometry, computed with ωB97M-V with the def2-TZVPD basis set.

Geometry as ORCA input:
```
! RIJCOSX wB97M-V def2-TZVPD def2/J DEFGRID3
* xyz 0 1
O 1.5782 0.5395 -0.1831
O -0.4055 0.8753 -0.1577
O -2.6235 0.8665 0.3735
N -1.1608 -1.0492 0.1465
N 0.1576 -1.2878 -0.1412
C -1.6122 0.3263 0.1901
C 2.8373 -0.1612 -0.0442
C 0.4780 -0.0478 -0.3166
H 3.8401 0.1904 1.4128
H 2.7287 -1.5924 -0.0895
H 3.5458 0.5764 -0.9095
H -1.7036 -1.7692 0.3118
*
```

HOMO-LUMO gap in eV: 8.614
LUMO in eV: -0.277

9.
The molecule C14H13Cl2N3O2 in a non-equilibrium geometry, computed with ωB97M-V with the def2-TZVPD basis set.

Geometry as ORCA input:
```
! RIJCOSX wB97M-V def2-TZVPD def2/J DEFGRID3
* xyz 0 1
Cl 2.0415 -2.0952 3.7008
Cl 2.1862 0.8832 4.7587
O 1.8622 2.8658 2.5772
O 1.9116 -2.1644 0.7556
N 1.6399 3.4041 -0.8196
N 2.7255 -0.1732 -1.8309
N -0.2874 -0.1204 -0.0797
C 1.6698 -1.0584 1.2270
C -1.1516 0.0433 1.1589
C 1.9410 0.5285 3.1073
C 1.7523 1.6924 2.2052
C -0.6933 0.9893 -1.1037
C 1.8812 -0.7539 2.6492
C -1.7854 -0.6579 -2.5728
C -0.5082 -1.5679 -0.6267
C 1.4512 1.4162 0.8204
C 1.1594 0.0624 0.2916
C 1.9726 -0.0793 -0.9391
C -1.7492 -1.7362 -1.5013
C -1.9844 0.6615 -1.8510
C 1.5826 2.5014 -0.0668
H -2.5629 -0.8452 -3.3226
H 0.4023 -1.8375 -1.1795
H -0.8089 1.9202 -0.5295
H -2.2054 1.4614 -2.5707
H -2.1792 -0.2590 0.9094
H -0.7273 -0.6065 1.9445
H -2.6483 -1.7069 -0.8677
H -0.8031 -0.6411 -3.0696
H -2.8214 0.6111 -1.1360
H -1.7163 -2.7294 -1.9671
H -1.1167 1.1049 1.4711
H 0.1429 1.1010 -1.8073
H -0.5731 -2.2145 0.2647
*
```

HOMO-LUMO gap in eV: 6.577
LUMO in eV: -1.530
SMILES string: C[N+]1([C@]2(C#N)C(=O)C(Cl)=C(Cl)C([O-])=C2C#N)CCCCC1

10.
A structure of composition C28H26CeClF2N6O4 in a non-equilibrium geometry, computed with ωB97M-V with the def2-TZVPD basis set.

Geometry as ORCA input:
```
! RIJCOSX wB97M-V def2-TZVPD def2/J DEFGRID3
* xyz 1 1
Ce 0.1560 -0.1968 -0.8333
Cl 4.8106 -1.8574 3.1642
F -5.0613 -2.4195 0.1602
F -2.1473 -2.8045 3.7519
O 0.9039 0.7048 -4.3730
O 2.3868 -3.2035 -1.9339
O -1.3306 1.4695 0.4871
O 0.5076 -1.9479 -1.9926
N -0.7901 2.3022 2.4967
N -2.0696 -0.3869 -2.0211
N -0.1645 2.2343 -1.8884
N 1.8053 1.4351 0.7445
N 1.5784 -1.7646 0.8952
N 1.9538 0.2823 -2.3463
C 0.9917 2.4697 -2.7754
C 3.0834 -3.7234 2.2096
C 1.2546 -3.0636 0.8249
C -2.9133 -1.3973 -0.0422
C 2.4633 -0.9763 -2.9086
C 3.7386 2.8164 2.2119
C -1.5492 2.2817 1.3894
C 1.8272 -2.1940 -2.2512
C 1.3246 1.0715 -3.2843
C -2.6616 3.2837 1.2900
C 1.9691 -4.0610 1.4626
C 1.5878 1.7685 2.0288
C -2.3953 -2.3662 2.5067
C 2.6671 -1.4444 1.6023
C -3.3611 0.0637 -3.9812
C -4.5034 -0.3567 -3.3206
C -1.3916 -1.7026 1.8178
C -3.1649 -0.8614 -1.3932
C 3.4303 -2.3861 2.2703
C -1.6406 -1.2312 0.5318
C -4.4088 -0.8272 -2.0245
C -3.8528 -2.1367 0.6845
C 0.2934 1.3501 2.6764
C 3.9635 2.4796 0.8901
C 2.9757 1.7929 0.2023
C -3.6296 -2.6177 1.9564
C 2.5304 2.4509 2.7843
C -2.1683 0.0385 -3.2867
H 2.3190 2.6733 3.8216
H 4.4873 3.3384 2.7921
H 1.8097 2.8578 -2.1712
H 3.5432 -1.0569 -2.7724
H 0.3960 -3.3142 0.2171
H -4.3942 -3.1690 2.4832
H 0.4486 1.2067 3.7451
H 3.6743 -4.4693 2.7228
H 1.6564 -5.0892 1.3572
H 2.2290 -1.0382 -3.9744
H -0.4394 -1.6184 2.3210
H -5.2853 -1.1745 -1.5074
H -1.0181 2.1675 -2.4355
H 2.9612 -0.4080 1.6532
H -3.3779 0.4049 -5.0060
H 0.8170 3.1203 -3.6314
H -3.3881 2.9280 0.5647
H -5.4655 -0.3354 -3.8150
H 3.1212 1.4808 -0.8255
H -0.2995 2.9813 -1.2187
H 4.8872 2.7254 0.3866
H -2.2620 4.2399 0.9467
H -0.9793 2.9895 3.2068
H -0.0431 0.3947 2.2792
H -1.2454 0.3422 -3.7713
H -3.1513 3.4532 2.2477
*
```

HOMO-LUMO gap (spin up / spin down) in eV: 7.656 / 7.462
LUMO (spin up / spin down) in eV: -3.523 / -3.715

For reference, electronic energy by record: -8373.5023; -15829.7114; -10427.7459; -94991.6488; -130851.2464; -104982.9353; -30670.6420; -12291.4604; -48336.0602; -77472.7513 eV.